81
Properties=species:S:1:pos:R:3:forces:R:3:lowdin_charge:R:1 method="wB97M-V/def2-TZVPD" largest_force_ev_per_a=3.54 spin_multiplicity=1 e_lumo_ev=0.38 gap_ev=9.847 smiles=ClC(Cl)Cl.ClC(Cl)Cl.ClC(Cl)Cl.c1ccncc1.c1ccncc1.c1ccncc1.c1ccncc1.c1ccncc1.c1ccncc1 homo_ha=-0.3481
Cl 1.1393 -2.2283 3.2115 0.2 -0.2 -0.1 0.59
C -0.2498 -2.2829 4.2344 -1.3 0.7 -0.4 -1.42
Cl -1.5593 -3.3388 3.4730 1.0 0.6 0.8 0.45
Cl -0.9831 -0.6067 4.4290 0.6 -1.1 0.0 0.49
H 0.0590 -2.6275 5.2213 -0.5 -0.1 -0.3 0.02
Cl -7.8631 -1.0153 0.4367 0.2 0.1 0.2 0.51
C -6.5276 -1.6041 1.4597 0.3 1.3 -0.3 -1.57
Cl -4.9590 -1.2222 0.7074 -0.1 0.2 0.1 0.53
Cl -6.6529 -3.2794 1.6941 -0.2 -1.5 0.3 0.58
H -6.5453 -1.0948 2.4232 -0.1 0.0 -0.3 0.02
Cl -1.0407 -1.7008 -5.2677 -0.1 0.4 -0.3 0.52
C -1.3063 -0.0185 -5.7767 -0.2 0.1 0.4 -1.56
Cl -2.5370 0.1371 -7.0344 0.1 -0.2 0.0 0.52
Cl 0.1917 0.7572 -6.2858 0.0 -0.1 0.1 0.52
H -1.6886 0.5237 -4.9119 0.2 -0.2 -0.2 0.01
C -0.6047 -0.6493 -1.6567 -1.5 -0.4 -0.2 -0.09
C -1.4258 -0.8869 -0.5383 3.2 1.5 -0.2 -0.03
C -0.7404 -0.6147 0.6833 -1.5 0.5 -0.5 -0.17
N 0.4906 -0.0526 0.8480 -0.9 -0.9 -1.2 0.06
C 1.1963 0.1141 -0.2847 -0.9 -1.0 -0.3 -0.14
C 0.6835 -0.2098 -1.5566 1.2 0.0 1.1 -0.07
H -1.0332 -0.8453 -2.6285 0.1 -0.1 -0.2 0.06
H -2.4591 -1.1014 -0.7681 0.0 -0.4 0.9 0.06
H -1.3606 -0.7685 1.5539 0.4 0.1 0.6 0.06
H 2.2438 0.3602 -0.1932 0.1 0.5 0.2 0.08
H 1.3641 -0.2776 -2.3924 -0.1 0.5 -0.2 0.09
C -2.5163 2.1781 0.9761 -0.3 0.5 0.1 -0.10
C -3.8777 2.4701 0.8722 -0.4 0.2 0.7 -0.09
C -4.6625 2.6127 2.0336 2.2 -0.5 2.0 -0.12
N -4.1156 2.3906 3.3025 1.1 0.0 -2.6 0.05
C -2.7654 2.1644 3.3181 -1.0 1.1 0.3 -0.18
C -1.9073 2.1604 2.2202 -1.0 -0.5 -0.4 -0.09
H -1.9406 2.0385 0.0731 0.1 0.1 -0.1 0.10
H -4.2554 2.6755 -0.1185 -0.4 -0.2 0.0 0.10
H -5.6734 2.9813 2.1266 -0.2 -0.2 -0.7 0.09
H -2.3242 2.1502 4.3037 -0.1 -0.3 0.3 0.08
H -0.8307 2.1044 2.2857 0.0 -0.3 0.3 0.09
C 5.4164 1.5241 3.6886 -1.1 0.1 1.0 -0.06
C 4.5302 1.0428 2.6863 1.3 0.6 1.1 -0.09
C 3.4213 0.3091 3.0598 1.4 0.1 0.6 -0.17
N 3.2102 0.0376 4.3527 -0.9 -0.9 -0.3 0.04
C 4.0237 0.4495 5.3000 0.8 1.7 -0.3 -0.16
C 5.1327 1.3091 5.0667 -0.8 -1.4 -2.0 -0.04
H 6.2432 2.1458 3.3784 0.2 0.0 0.1 0.10
H 4.7937 1.2952 1.6698 -0.3 -0.2 -0.2 0.09
H 2.8177 -0.1572 2.2952 -0.6 0.1 0.2 0.05
H 3.7682 0.2036 6.3202 -0.1 -0.2 0.1 0.10
H 5.7139 1.6471 5.9119 0.2 0.2 -0.2 0.09
C 3.3786 3.6071 1.1679 0.1 1.2 0.5 -0.10
C 3.9495 4.6210 1.9481 0.1 -0.1 -1.1 -0.09
C 4.7559 5.5674 1.3352 0.0 -1.5 -1.6 -0.15
N 5.0852 5.5087 0.0071 -1.1 -1.0 -0.1 0.05
C 4.5381 4.4851 -0.7790 -0.3 1.4 3.2 -0.11
C 3.6616 3.5376 -0.2065 0.7 0.4 0.5 -0.08
H 2.6420 3.0450 1.7227 0.0 -0.8 -0.6 0.10
H 3.8090 4.7417 3.0121 -0.4 -0.3 0.1 0.10
H 5.1090 6.3161 2.0289 0.6 0.6 -0.7 0.10
H 4.7055 4.5170 -1.8455 0.4 0.0 0.0 0.09
H 3.2751 2.7190 -0.7956 -0.2 0.1 -0.2 0.08
C -6.3625 -4.4289 -3.1806 1.9 2.0 1.8 -0.06
C -5.5417 -4.8963 -4.1628 0.9 0.2 -0.8 -0.07
C -4.3114 -4.1958 -4.4684 -1.3 0.2 0.3 -0.13
N -3.8627 -3.1225 -3.8161 -0.4 -0.6 0.4 0.04
C -4.6017 -2.7253 -2.7590 -0.6 -0.9 -0.7 -0.16
C -5.7978 -3.3362 -2.4379 -1.3 0.2 -0.6 -0.07
H -7.3156 -4.8104 -2.8453 0.0 -0.3 -0.4 0.11
H -5.8954 -5.7433 -4.7319 0.4 -0.1 -0.4 0.09
H -3.7522 -4.4033 -5.3688 0.1 -0.5 0.0 0.10
H -4.3123 -1.8500 -2.1964 0.3 0.1 -0.1 0.07
H -6.4293 -2.7813 -1.7598 0.0 -0.3 0.6 0.06
C 3.8426 -1.7137 -1.1846 -0.8 0.1 -1.0 -0.06
C 4.6139 -0.7416 -1.8425 -0.5 -1.2 1.3 -0.09
C 4.4798 -0.6824 -3.1913 -0.4 -0.5 -1.4 -0.19
N 3.7256 -1.5074 -3.9034 -0.9 -1.0 -0.7 0.05
C 2.9336 -2.4649 -3.3241 1.9 2.4 0.6 -0.13
C 2.9262 -2.5371 -1.9370 0.8 0.8 0.5 -0.07
H 3.8805 -1.7287 -0.1053 -0.2 -0.4 0.1 0.09
H 5.3195 -0.0624 -1.3872 -0.1 -0.1 0.5 0.10
H 5.0366 0.0627 -3.7402 0.0 0.1 -0.3 0.10
H 2.3272 -3.0663 -3.9852 0.0 0.0 0.0 0.10
H 2.1537 -3.1307 -1.4708 0.3 -0.3 0.4 0.10